{"formula": "C16H17N5O2", "method": "wB97M-V/def2-TZVPD", "e_above_lowest_ev": 3.582, "smiles": "Cc1cc(Cn2ccnc2)c(C)c([N+](=O)[O-])c1Cn1ccnc1", "homo_lumo_gap_ev": 8.462, "spin_multiplicity": 1, "elements": ["C", "C", "C", "C", "C", "N", "C", "C", "N", "C", "C", "C", "C", "N", "O", "O", "C", "C", "N", "C", "C", "N", "C", "H", "H", "H", "H", "H", "H", "H", "H", "H", "H", "H", "H", "H", "H", "H", "H", "H"], "coordinates": [[-1.4447, 2.3019, 0.2352], [-0.6978, 1.0183, 0.0573], [-0.1428, 0.3866, 1.1586], [0.5599, -0.8059, 1.0642], [1.1035, -1.3970, 2.3429], [0.0246, -1.8640, 3.1800], [-0.1423, -1.6197, 4.5143], [-1.2931, -2.2585, 4.8740], [-1.8333, -2.8817, 3.7953], [-1.0280, -2.6303, 2.8029], [0.7208, -1.4182, -0.1789], [1.4117, -2.7412, -0.3230], [0.1896, -0.7573, -1.2899], [0.4361, -1.3284, -2.5975], [-0.5220, -1.6140, -3.2813], [1.5927, -1.4638, -2.9261], [-0.5287, 0.4363, -1.2033], [-1.0371, 1.1500, -2.4341], [-0.1900, 2.2781, -2.7388], [1.1636, 2.2444, -2.9383], [1.5405, 3.5343, -3.1733], [0.4568, 4.3517, -3.1231], [-0.5569, 3.5767, -2.8634], [-1.5062, 2.5600, 1.2886], [-0.9465, 3.1157, -0.2901], [-2.4581, 2.2181, -0.1552], [-0.2641, 0.8377, 2.1330], [1.8005, -2.2151, 2.1409], [1.6450, -0.6226, 2.8946], [0.5556, -1.0335, 5.0765], [-1.7649, -2.3090, 5.8343], [-1.1705, -2.9726, 1.7972], [1.1327, -3.4112, 0.4871], [1.1593, -3.2333, -1.2578], [2.4931, -2.6055, -0.3049], [-2.0474, 1.5259, -2.2541], [-1.0858, 0.4796, -3.2973], [1.7299, 1.3365, -2.9033], [2.5171, 3.9249, -3.3749], [-1.5729, 3.9061, -2.7683]], "forces_ev_per_a": [[0.02, 0.08, -0.05], [0.14, -0.26, 0.09], [0.02, -0.01, -0.22], [0.00, 0.08, -0.28], [0.27, -0.03, -0.30], [-0.17, -0.08, 0.19], [-0.01, 0.05, 0.36], [0.22, 0.17, 0.12], [-0.45, -0.36, -0.17], [-0.01, -0.07, -0.15], [-0.02, 0.08, -0.09], [0.13, -0.08, 0.00], [-0.30, 0.60, 1.16], [-0.09, -0.04, -0.27], [-0.23, -0.28, -0.21], [0.41, -0.04, -0.17], [0.08, -0.30, -0.16], [-0.21, -0.30, -0.12], [0.09, 0.27, -0.09], [0.32, 0.02, -0.06], [0.07, -0.30, 0.04], [-0.22, 0.62, -0.05], [-0.12, 0.07, -0.06], [-0.03, 0.03, 0.05], [-0.03, 0.08, 0.01], [-0.10, 0.07, -0.01], [-0.04, 0.07, 0.14], [-0.04, 0.16, 0.06], [-0.07, -0.14, -0.05], [0.16, 0.12, 0.08], [-0.03, 0.06, 0.24], [0.04, -0.02, -0.29], [0.01, -0.05, 0.04], [0.02, -0.05, 0.01], [0.05, -0.10, -0.02], [0.11, -0.03, -0.05], [-0.05, 0.21, 0.23], [0.09, -0.24, 0.03], [0.25, -0.02, -0.04], [-0.29, -0.03, 0.06]], "mulliken_charge": [-1.78, 1.05, -0.96, 0.50, -1.40, 0.23, -0.20, -0.51, -0.65, -0.01, 1.08, -2.21, 0.92, 1.03, -0.63, -0.55, 0.36, -1.98, 0.33, -0.16, -0.53, -0.70, -0.03, 0.41, 0.32, 0.33, 0.42, 0.39, 0.41, 0.39, 0.41, 0.37, 0.50, 0.49, 0.32, 0.49, 0.34, 0.36, 0.41, 0.43]}